Entry 1:
Density functional theory data (ωB97M-V/def2-TZVPD) for 5 unconnected molecules or ions with the total composition C14H34N5O9PS at a distorted geometry.

Values from the calculation:
Structure (SMILES): N[C@H](OC(=O)S)P(=O)(O)O.CNC(C)=O.CNC(C)=O.CNC(C)=O.CNC(C)=O
LUMO level (eV): -0.539
HOMO energy (eV): -8.96
E (eV): -61071.7370
HOMO-LUMO gap (eV): 8.42

Each line ends with the natural charge from an NBO analysis.
Positions of all 64 atoms, in Å:
N -0.27805 -4.36255 -0.24186  -0.8451
C -0.46674 -2.88411 0.01302  -0.0732
O -0.21791 -2.45244 1.39795  -0.5465
C 1.11398 -1.85143 1.56808  0.6018
O 1.88252 -2.37678 2.56176  -0.5289
S 1.83306 -0.42006 0.59691  -0.0174
P -2.35478 -2.52538 -0.30633  2.1647
O -2.71872 -2.48913 -1.84414  -1.0360
O -3.24020 -3.83187 0.49560  -0.9603
O -2.70659 -1.06368 0.57217  -0.9723
H -0.79668 -4.96605 0.43347  0.3870
H 0.73027 -4.63367 -0.32291  0.3888
H 0.09890 -2.25746 -0.80491  0.2371
H 1.94757 -0.86839 -0.74717  0.1743
H -2.85806 -3.95336 1.43195  0.4981
H -3.18306 -0.40538 -0.01588  0.5322
C -7.90025 -4.74126 -1.60525  -0.4097
N -7.05745 -5.40187 -2.57324  -0.6232
C -5.74157 -5.17283 -2.84623  0.6746
C -5.02911 -4.10386 -2.06568  -0.7339
O -5.17416 -5.83569 -3.71230  -0.6396
H -8.27773 -5.49780 -0.91298  0.1918
H -8.74175 -4.29303 -2.13917  0.1931
H -7.36858 -3.96912 -1.04797  0.2147
H -7.46299 -6.13644 -3.14154  0.3972
H -3.98892 -4.04240 -2.39893  0.2782
H -5.50396 -3.13421 -2.23710  0.2218
H -5.03594 -4.34933 -1.00036  0.2274
C 5.54260 2.20269 3.33735  -0.4110
N 4.82232 1.96393 2.10939  -0.6162
C 4.95921 2.59849 0.91058  0.6834
C 5.97903 3.69727 0.80013  -0.7329
O 4.25591 2.26345 -0.04048  -0.6587
H 6.04594 1.27496 3.62029  0.1991
H 4.81615 2.46577 4.11012  0.1954
H 6.27797 3.00222 3.24032  0.2148
H 4.11551 1.23773 2.10035  0.4025
H 5.96759 4.10330 -0.21567  0.2715
H 5.73819 4.50451 1.49685  0.2225
H 6.97856 3.30348 1.00281  0.2295
C -2.39516 2.57576 5.14218  -0.4114
N -2.54417 2.68665 3.71067  -0.6154
C -3.41486 2.02524 2.89644  0.6757
C -4.36460 1.04148 3.52075  -0.7202
O -3.40471 2.24428 1.68676  -0.6414
H -2.56604 3.56328 5.57770  0.1980
H -1.36899 2.26455 5.35250  0.1980
H -3.09092 1.85854 5.57918  0.2127
H -1.93967 3.33007 3.21308  0.4034
H -4.99236 0.59784 2.74233  0.2457
H -3.80611 0.24012 4.01166  0.2287
H -5.01346 1.55000 4.23879  0.2267
C 5.16676 2.82568 -5.52755  -0.4108
N 6.06850 3.38103 -4.54664  -0.6170
C 5.77341 3.88404 -3.31439  0.6804
C 4.33693 3.88346 -2.87157  -0.7183
O 6.67523 4.32101 -2.60222  -0.6483
H 5.47864 1.79825 -5.73054  0.1963
H 5.25817 3.41498 -6.44323  0.1961
H 4.12939 2.83270 -5.19101  0.2149
H 7.05659 3.41789 -4.76876  0.4003
H 4.26523 4.31560 -1.86909  0.2505
H 3.73388 4.48997 -3.55243  0.2202
H 3.95623 2.85934 -2.83361  0.2384

***

Entry 2:
Density functional theory data (ωB97M-V/def2-TZVPD) for a molecular structure, C4H20B2Cl3CoCrN4O20 at a distorted geometry.

Values from the calculation:
LUMO level (alpha / beta) (eV): 1.185 / 0.082
HOMO energy (alpha / beta) (eV): -6.11 / -6.10
E (eV): -156312.2789
HOMO-LUMO gap (alpha / beta) (eV): 7.29 / 6.19
Spin multiplicity: 8
Charge: -1

Each line ends with the natural charge from an NBO analysis.
Positions of all 55 atoms, in Å:
Cr 1.38842 -0.78356 0.78521  1.3237
Co -1.51886 1.81826 -1.13003  1.7093
Cl -1.35195 3.61915 2.07599  2.5572
O -2.30065 4.57855 2.59790  -0.8285
O -0.04639 4.16190 1.82554  -0.7889
O -1.17205 2.51109 2.96670  -0.8829
O -1.88640 3.11737 0.80602  -0.9802
Cl 1.85039 3.95932 -1.60990  2.5521
O 2.64171 3.11206 -2.45472  -0.8485
O 0.54206 3.30766 -1.60557  -0.9870
O 2.33690 4.18654 -0.27748  -0.7836
O 1.60488 5.23973 -2.25312  -0.8735
Cl -0.18455 -3.76568 -0.45436  2.6029
O 0.48440 -3.03060 0.57026  -0.9252
O -0.19513 -2.86100 -1.52959  -0.8589
O 0.61031 -4.92780 -0.75096  -0.8756
O -1.43888 -4.24878 0.05290  -0.8326
B -0.46938 0.11013 -0.20675  -0.8020
H -0.37812 1.14870 0.07126  0.0242
H -1.38321 0.03208 -0.77513  -0.0468
H 0.36810 -0.15318 -0.83406  0.0215
H -0.47887 -0.48283 0.69467  0.0081
B 2.15410 1.38850 1.06587  -0.7779
H 2.43860 0.77168 0.22752  -0.0093
H 1.38559 2.13115 0.91717  0.0525
H 1.84196 0.75994 1.88545  -0.0254
H 3.07552 1.86685 1.35983  0.0520
C -0.45952 -0.42083 4.87003  -0.4834
N -0.46372 -1.01580 3.50972  0.5659
O 0.57913 -0.99559 2.83673  -0.4229
O -1.55264 -1.35076 3.08641  -0.3384
H -0.08149 0.60098 4.83724  0.2786
H 0.36326 -0.93818 5.36348  0.2309
H -1.42807 -0.47469 5.36712  0.2386
C -3.97377 -0.36724 1.62570  -0.4747
N -4.36060 0.13771 0.23447  0.5613
O -3.55224 0.88838 -0.33928  -0.4725
O -5.46473 -0.15342 -0.17671  -0.3302
H -3.90199 -1.45488 1.62382  0.2507
H -4.78235 -0.03758 2.27808  0.2328
H -3.01825 0.10808 1.84744  0.2616
C 3.99415 -3.36125 -1.96404  -0.4727
N 3.81411 -1.97210 -1.31002  0.5627
O 4.81371 -1.34002 -1.10753  -0.3075
O 2.71929 -1.58814 -0.87166  -0.4368
H 3.00819 -3.82496 -1.99501  0.2586
H 4.69840 -3.88778 -1.31992  0.2357
H 4.44569 -3.21619 -2.94545  0.2338
C -1.12659 -0.79155 -4.62978  -0.4699
N -0.31762 -0.01021 -3.67010  0.5593
O -0.81046 0.87078 -3.00373  -0.4764
O 0.89846 -0.16880 -3.73212  -0.2896
H -1.47766 -0.05473 -5.35225  0.2370
H -1.94910 -1.15579 -4.01423  0.2420
H -0.53211 -1.59265 -5.06900  0.2485

***

Question: Look up the E of the first one.
Answer: -61071.7370 eV

***

Question: Which of these has the lowest E?
Answer: C4H20B2Cl3CoCrN4O20